Here is a 29-piece molecular cluster, C45H138BO36 overall from the OMol25 dataset. Energies are from wB97M-V/def2-TZVPD.

Geometry (Å):
O: -19.9277 10.2645 6.9001
C: -20.1312 10.4631 5.7139
O: -20.8623 11.4440 5.1731
B: -20.9824 11.2438 3.7188
O: -20.2278 10.0229 3.4514
C: -19.6747 9.5964 4.5463
O: -18.9725 8.5946 4.5970
O: -20.5165 12.4230 2.9027
C: -21.4938 12.9252 2.2472
O: -21.4560 14.0069 1.6080
C: -22.7426 12.1123 2.4549
O: -22.3956 11.0757 3.2528
O: -23.8581 12.4120 1.9606
C: -18.8488 14.2948 -0.1801
O: -19.0514 14.9006 1.1423
H: -18.9539 15.1132 -0.8924
H: -17.9030 13.7975 -0.3952
H: -19.6974 13.6240 -0.3141
H: -19.9810 14.8037 1.3612
C: -18.4849 3.3140 6.2749
C: -17.1215 3.6020 5.6814
O: -17.1412 3.7836 4.2796
H: -19.2177 4.0156 5.8763
H: -18.6055 3.4133 7.3537
H: -18.7689 2.3018 5.9871
H: -16.4202 2.7828 5.8399
H: -16.6728 4.4505 6.1980
H: -17.7097 4.5308 4.0795
C: -15.7864 12.4149 3.8244
C: -15.8741 13.7926 3.1124
O: -15.5044 14.8646 3.9339
H: -15.9151 11.6427 3.0659
H: -16.5895 12.3407 4.5576
H: -14.8196 12.1043 4.2204
H: -16.9095 13.8518 2.7769
H: -15.2712 13.7863 2.2044
H: -16.2030 15.4993 3.7584
C: -23.5748 14.3544 5.3089
C: -24.8044 14.9645 5.9470
O: -24.5523 15.4604 7.2110
H: -23.7897 14.0369 4.2885
H: -23.4064 13.3796 5.7666
H: -22.6718 14.9546 5.4210
H: -25.5733 14.1942 5.8882
H: -25.2649 15.6967 5.2838
H: -25.3128 15.4909 7.7961
C: -22.7532 7.6987 5.3726
C: -22.2352 6.6567 6.3132
O: -22.6989 5.4175 5.9385
H: -22.5937 8.7367 5.6647
H: -23.8071 7.5357 5.1469
H: -22.3342 7.6221 4.3693
H: -22.5293 6.8894 7.3367
H: -21.1540 6.7953 6.3106
H: -22.2427 4.7185 6.4127
C: -23.0879 7.3613 -1.3880
C: -23.2173 7.0304 0.0610
O: -21.9930 6.4110 0.5094
H: -23.1578 6.4764 -2.0206
H: -22.2422 8.0073 -1.6236
H: -24.0037 7.9127 -1.6009
H: -24.0731 6.3647 0.1729
H: -23.4840 7.9728 0.5394
H: -22.1946 5.9618 1.3335
C: -26.7543 8.3160 0.4991
C: -26.7554 9.4031 1.6228
O: -27.8522 9.2442 2.4609
H: -26.5973 7.3003 0.8621
H: -25.9538 8.6070 -0.1812
H: -27.6690 8.3742 -0.0908
H: -26.6604 10.3729 1.1343
H: -25.8088 9.3908 2.1630
H: -27.9866 10.0395 2.9816
C: -15.3762 8.8406 4.3656
C: -15.4886 7.4445 3.6488
O: -16.3848 7.4923 2.5039
H: -14.8784 8.8407 5.3352
H: -16.3312 9.3308 4.5552
H: -14.9055 9.5422 3.6768
H: -15.7831 6.7198 4.4078
H: -14.4716 7.1916 3.3488
H: -17.2079 7.0652 2.7523
C: -17.2835 7.9405 7.5274
C: -16.7384 6.7818 8.3790
O: -15.4607 7.1146 8.8672
H: -18.3158 7.6863 7.2871
H: -16.8318 7.9869 6.5365
H: -17.2031 8.8832 8.0687
H: -16.5968 5.7954 7.9373
H: -17.3544 6.5956 9.2588
H: -15.0899 6.2875 9.1835
C: -24.4529 17.0894 2.2382
C: -23.3942 17.6439 1.3420
O: -23.8169 17.4672 -0.0020
H: -24.1789 17.1060 3.2931
H: -24.6998 16.0604 1.9772
H: -25.4111 17.6027 2.1572
H: -22.4257 17.1645 1.4841
H: -23.2050 18.6818 1.6160
H: -23.6779 16.5527 -0.2587
C: -17.1395 12.2876 7.7805
C: -18.0835 11.9227 8.9533
O: -19.3950 12.2504 8.5692
H: -17.4141 13.2515 7.3521
H: -17.1019 11.5742 6.9572
H: -16.1032 12.4392 8.0823
H: -17.7812 12.5571 9.7865
H: -17.9286 10.9016 9.3019
H: -19.6515 11.6425 7.8719
C: -26.0275 11.0503 5.8731
C: -26.7177 12.0132 4.9400
O: -27.7469 11.2808 4.4136
H: -25.4017 11.5262 6.6280
H: -25.3998 10.3174 5.3661
H: -26.6972 10.4999 6.5340
H: -26.0944 12.4403 4.1544
H: -27.1285 12.8855 5.4484
H: -28.4956 11.3560 5.0098
C: -20.0063 10.3715 -0.1815
C: -18.9752 9.6270 0.5786
O: -18.0324 9.2313 -0.3353
H: -19.5063 10.9983 -0.9199
H: -20.6536 11.1076 0.2952
H: -20.6930 9.7061 -0.7048
H: -19.3259 8.7867 1.1777
H: -18.4961 10.2871 1.3018
H: -18.1816 8.3556 -0.6993
C: -19.4881 4.3911 2.1671
C: -19.4209 5.9255 2.3124
O: -18.6206 6.1283 3.4280
H: -20.0853 4.1437 1.2895
H: -19.8949 3.8401 3.0150
H: -18.4929 4.0775 1.8520
H: -20.3654 6.4442 2.4768
H: -19.0117 6.4083 1.4250
H: -18.8753 6.9580 3.8382
C: -27.4528 14.6025 2.0919
C: -28.7123 14.2106 1.3012
O: -28.6411 14.6453 -0.0079
H: -26.6400 14.0262 1.6500
H: -27.5889 14.4217 3.1582
H: -27.2246 15.6641 1.9964
H: -29.6168 14.5831 1.7821
H: -28.8086 13.1250 1.2846
H: -28.0814 14.0547 -0.5173
C: -18.1148 8.6026 11.5088
C: -19.4616 8.3165 10.9471
O: -20.4573 8.1476 12.0186
H: -17.4200 8.8318 10.7008
H: -17.7356 7.7841 12.1207
H: -18.1580 9.4384 12.2070
H: -19.4483 7.3201 10.5053
H: -19.6882 9.1560 10.2898
H: -20.5455 8.9056 12.6011
C: -23.9868 11.6924 -2.8612
C: -23.8139 11.3956 -1.3898
O: -24.5013 12.3938 -0.6305
H: -25.0180 11.4803 -3.1435
H: -23.4560 11.0140 -3.5292
H: -23.7651 12.7409 -3.0602
H: -22.8042 11.4111 -0.9795
H: -24.2447 10.4064 -1.2348
H: -24.3728 12.1562 0.2907
C: -27.9856 10.8671 -1.7001
C: -27.6857 12.2444 -2.3096
O: -26.9939 13.0872 -1.4245
H: -28.7807 10.9120 -0.9559
H: -27.0696 10.4453 -1.2864
H: -28.2936 10.1630 -2.4731
H: -28.5985 12.7860 -2.5576
H: -27.0574 12.2262 -3.2002
H: -26.1057 12.7383 -1.3198
C: -23.3237 10.8363 9.5824
C: -23.1011 9.4314 9.0495
O: -24.0989 8.5376 9.4918
H: -24.1449 11.2628 9.0063
H: -22.4419 11.4268 9.3339
H: -23.5946 10.8259 10.6382
H: -22.0859 9.0859 9.2451
H: -23.1300 9.4874 7.9613
H: -23.7864 8.1172 10.2962
C: -16.3713 18.6855 2.8442
C: -17.0686 17.3930 2.2881
O: -17.4691 16.5535 3.2871
H: -16.1337 19.3465 2.0107
H: -15.4345 18.4952 3.3679
H: -17.0397 19.2410 3.5021
H: -16.3458 16.8809 1.6529
H: -17.8856 17.7413 1.6563
H: -18.3042 16.2015 2.9703
C: -18.6739 14.4439 5.2210
C: -19.6926 14.7506 6.2936
O: -20.0902 16.0960 6.2381
H: -18.4818 13.3711 5.1990
H: -17.6944 14.9096 5.3294
H: -18.9716 14.7082 4.2063
H: -19.4048 14.3680 7.2729
H: -20.5169 14.1390 5.9267
H: -20.8195 16.0702 6.8619
O: -23.0830 5.5446 2.9765
H: -23.9007 6.0377 3.0432
H: -22.6578 5.6690 3.8250
O: -20.8942 17.1457 3.6894
H: -20.7232 16.7457 4.5420
H: -21.3616 17.9556 3.8937
O: -20.2883 18.9407 1.4502
H: -20.4854 18.3137 2.1460
H: -19.7859 19.6305 1.8839
O: -23.3827 14.8848 -0.6151
H: -23.9489 14.1366 -0.4261
H: -22.6259 14.7640 -0.0416
O: -21.1105 13.5809 10.2224
H: -21.5070 14.2516 9.6663
H: -20.4424 13.1752 9.6700
O: -21.7082 15.5147 -2.9419
H: -21.3698 14.6210 -2.9961
H: -22.4541 15.4532 -2.3452
O: -15.4879 9.6808 1.0478
H: -16.3398 9.8945 0.6672
H: -15.6692 8.9630 1.6544

As for the net charge: -1. The value obtained for the LUMO energy is 0.767 eV.


Here is C19H34ClF3NNbOP as an isolated structure from the OMol25 dataset. Energies are from wB97M-V/def2-TZVPD.

Geometry (Å):
C: 1.7673 0.1665 2.4565
C: 2.4715 1.4496 2.1827
Nb: 3.7251 1.8925 0.2945
C: 2.0029 1.4269 -1.1220
C: 1.5472 -0.1469 -1.1771
C: 2.2536 -0.8902 -2.4941
C: 1.1881 -2.0099 -3.1311
C: 0.5940 -3.0518 -2.0128
C: -0.8653 -2.6417 -1.3873
C: -0.7151 -2.7750 0.2708
C: -2.2152 -3.1759 0.8911
C: -2.3849 -2.7807 2.4730
C: -3.2996 -1.4514 2.7645
C: -2.9097 -0.1300 1.8742
C: -4.2052 0.4625 0.9981
N: -3.5861 1.1673 -0.2180
C: -2.3668 2.0934 -0.0631
C: -2.0498 2.5493 -1.6058
C: -3.1703 1.8628 -2.5940
C: -4.1375 0.9548 -1.6169
P: 2.9467 4.3488 0.2517
O: 2.3166 4.5797 -1.3556
Cl: 1.3270 4.5543 1.6093
C: 5.4273 2.5064 1.7337
F: 5.8868 1.4038 2.6097
F: 6.5673 3.1748 1.0377
F: 4.8556 3.5567 2.6546
H: 0.5761 0.1627 2.4203
H: 2.4208 -0.7835 2.6967
H: 2.4293 2.3202 2.9953
H: 4.9057 2.1875 -1.0854
H: 4.2830 0.1607 0.3761
H: 2.2935 1.8843 -2.1826
H: 1.0718 2.0694 -0.7441
H: 0.3804 -0.1447 -1.4285
H: 1.6880 -0.7429 -0.1800
H: 2.4474 -0.0050 -3.2711
H: 3.2526 -1.4018 -2.1457
H: 1.8580 -2.6627 -3.8729
H: 0.3745 -1.4944 -3.8045
H: 1.3971 -3.1501 -1.1547
H: 0.4785 -4.0935 -2.5349
H: -1.6246 -3.4835 -1.7135
H: -1.2492 -1.5715 -1.6858
H: 0.0293 -3.6627 0.5536
H: -0.2920 -1.7737 0.7129
H: -3.0107 -2.6836 0.1830
H: -2.2951 -4.3436 0.7644
H: -2.9578 -3.6943 2.9844
H: -1.3456 -2.7181 3.0452
H: -3.1040 -1.1597 3.9054
H: -4.4285 -1.6972 2.5724
H: -2.0366 -0.4028 1.1387
H: -2.5001 0.7733 2.5377
H: -4.8855 -0.4577 0.6581
H: -4.8345 1.2483 1.6359
H: -1.8320 2.3187 0.9562
H: -1.1539 3.2504 -1.8973
H: -3.2431 1.9670 -3.7592
H: -5.0584 0.2963 -1.9310
H: 2.9940 4.3915 -2.0694

As for the net charge: -1. The value obtained for the LUMO energy is 1.566 eV.